{
  "formula": "C23H20N2O3S",
  "method": "the ωB97M-V functional and the def2-TZVPD basis",
  "symbols": ["O", "C", "N", "C", "C", "C", "C", "C", "C", "H", "H", "H", "H", "H", "N", "C", "O", "C", "C", "C", "H", "H", "S", "O", "C", "C", "C", "C", "C", "C", "H", "H", "H", "H", "H", "H", "H", "H", "C", "C", "C", "C", "C", "C", "H", "H", "H", "H", "H"],
  "positions_angstrom": [[1.67, 3.55, -0.54], [1.46, 2.36, -0.24], [0.93, 1.35, -1.16], [0.83, 1.68, -2.57], [1.22, 0.90, -3.43], [1.23, 0.99, -4.88], [0.75, 2.15, -5.35], [-0.01, 3.07, -4.49], [0.17, 2.87, -3.16], [-0.09, 3.60, -2.33], [-0.39, 3.79, -4.97], [0.32, 2.23, -6.56], [1.43, 0.34, -5.48], [1.80, -0.28, -3.20], [1.04, 0.26, -0.73], [1.81, 0.24, 0.52], [2.02, -0.64, 1.34], [1.93, 1.72, 0.92], [0.74, 2.03, 2.07], [0.35, 0.92, 2.77], [0.92, 0.34, 3.12], [-0.22, 1.27, 3.49], [-0.87, -0.02, 1.59], [-1.92, 0.86, 1.49], [-1.55, -1.27, 2.71], [-2.49, -1.25, 3.60], [-2.68, -2.08, 4.54], [-1.92, -3.40, 4.52], [-0.53, -3.28, 3.80], [-0.31, -2.29, 3.01], [0.45, -2.35, 2.31], [-0.07, -4.04, 3.93], [-2.06, -4.12, 5.28], [-3.62, -2.08, 5.06], [-3.10, -0.30, 3.41], [0.01, 2.52, 1.52], [1.22, 2.86, 2.73], [3.10, 1.78, 1.23], [0.31, -0.89, -1.19], [-0.88, -0.66, -1.81], [-1.64, -1.65, -1.91], [-1.13, -3.01, -2.04], [-0.04, -3.13, -1.46], [0.82, -2.04, -0.99], [1.66, -2.35, -0.76], [0.19, -4.24, -1.13], [-1.97, -3.70, -2.07], [-2.73, -1.35, -2.22], [-1.43, 0.40, -1.76]],
  "lumo_ev": -0.162,
  "e_tot_ev": -44115.141,
  "relative_energy_ev": 18.9898,
  "gap_ev": 7.54,
  "e_homo_ev": -7.7
}